Entry 1:
{"formula": "C6H9NS", "method": "ωB97M-V/def2-TZVPD", "e_lumo_ev": 0.74, "fmax_ev_per_a": 3.071, "orbital_gap_ev": 9.66, "total_charge": 0, "elements": ["C", "C", "C", "C", "C", "C", "H", "H", "H", "H", "H", "H", "H", "H", "H", "N", "S"], "coordinates": [[-1.43299, -0.63687, -1.37139], [-0.49027, 0.01248, -0.33286], [0.75617, 1.27405, 0.67351], [-0.10130, 0.63141, 1.79207], [-0.92048, -0.22556, 1.13953], [1.12981, -0.02730, -0.14503], [-1.80493, -1.70292, -0.93024], [-0.82422, -0.68158, -2.32065], [-2.46443, -0.00390, -1.41595], [0.17957, 1.58439, -1.30727], [1.47159, 2.05351, 0.83364], [-0.01800, 0.71993, 2.90434], [-1.53455, -1.14879, 1.57952], [1.68753, 0.12431, -1.12714], [2.73331, -2.00652, -0.26494], [-0.28621, 1.50401, -0.35326], [1.91941, -1.47067, 0.64613]], "lowdin_charge": [-0.048, -0.516, -0.268, -0.074, -0.072, -0.535, 0.113, 0.074, 0.125, 0.123, 0.125, 0.113, 0.154, 0.109, -0.171, 0.025, 0.724]}

***

Entry 2:
{"formula": "C6H9NS", "method": "ωB97M-V/def2-TZVPD", "e_lumo_ev": -0.52, "fmax_ev_per_a": 5.317, "orbital_gap_ev": 7.25, "smiles": "C=S1(=C)CC=CC=N1", "total_charge": 0, "elements": ["C", "C", "C", "C", "C", "C", "N", "S", "H", "H", "H", "H", "H", "H", "H", "H", "H"], "coordinates": [[2.04637, 0.14587, 0.45147], [1.49846, -1.05472, 0.19623], [1.39168, 1.34480, -0.09155], [-1.47376, 0.29940, 1.48428], [-2.11736, -0.00661, -1.12092], [0.30403, -1.17266, -0.55048], [0.17144, 1.63293, -0.29769], [-0.92132, 0.24232, -0.08618], [3.05071, 0.27274, 0.62767], [1.87520, -1.79269, 0.88986], [2.06261, 2.24814, -0.14885], [-0.75215, 0.81648, 2.21536], [-2.44000, -0.01253, 1.62657], [-1.83539, -0.61160, -1.87137], [-3.00982, 0.64920, -1.20186], [0.44450, -0.89628, -1.65879], [-0.29521, -2.10480, -0.46375]], "lowdin_charge": [-0.078, -0.162, -0.245, -0.257, -0.311, -0.247, -0.069, 0.801, 0.076, 0.115, 0.120, 0.043, -0.032, -0.050, 0.045, 0.137, 0.115]}

***

Entry 3:
{"formula": "C6H9NS", "method": "ωB97M-V/def2-TZVPD", "e_lumo_ev": 0.93, "fmax_ev_per_a": 5.196, "orbital_gap_ev": 9.17, "smiles": "C1=NSCC[C@@H]2C[C@H]12", "total_charge": 0, "elements": ["C", "C", "C", "C", "C", "C", "N", "S", "H", "H", "H", "H", "H", "H", "H", "H", "H"], "coordinates": [[-0.10047, 0.63582, -1.21501], [-1.20707, 1.33630, -0.52412], [1.36728, 1.00405, -0.86985], [0.63252, -0.76587, 0.91435], [-0.77895, -1.31066, 1.14112], [0.75129, -0.38162, -0.53962], [-1.85445, 1.24384, 0.50792], [-1.84413, 0.02897, 1.64611], [-0.42094, 0.43037, -2.20446], [-1.68778, 2.09239, -1.20147], [2.08208, 1.11446, -1.54753], [1.66451, 1.44344, 0.12796], [0.98792, -0.14711, 1.65699], [1.31703, -1.59713, 0.97849], [-1.04093, -1.83164, 0.29427], [-0.81116, -1.96269, 1.92260], [0.94326, -1.33293, -1.08777]], "lowdin_charge": [-0.205, -0.268, -0.002, -0.234, -0.460, -0.266, -0.320, 0.901, 0.126, 0.122, 0.038, 0.133, 0.082, 0.107, 0.060, 0.036, 0.151]}

***

Entry 4:
{"formula": "C6H9NS2", "method": "ωB97M-V/def2-TZVPD", "e_lumo_ev": 0.80, "fmax_ev_per_a": 4.251, "orbital_gap_ev": 9.05, "smiles": "CN1SC[C@@]23S[C@@H]2C[C@@H]13", "total_charge": 0, "elements": ["C", "C", "C", "C", "C", "C", "N", "S", "S", "H", "H", "H", "H", "H", "H", "H", "H", "H"], "coordinates": [[0.27581, 1.32983, 0.92524], [1.18879, -1.45511, -0.95672], [-0.22019, -0.06137, 0.62876], [1.74169, 0.89153, 0.53589], [1.15510, -0.51828, 0.18246], [-2.44132, 0.09575, -0.47423], [-1.03048, 0.02133, -0.71253], [-0.55614, -1.50261, -1.44564], [2.36680, -0.53384, 1.51832], [0.13233, 2.07186, 0.18212], [0.24389, 1.78562, 1.89004], [2.04524, -1.09643, -1.66777], [1.55616, -2.31665, -0.57540], [-0.61496, -0.71777, 1.49551], [2.42116, 1.63666, 0.01794], [-2.80986, -0.89267, 0.02784], [-2.65423, 1.16133, -0.02472], [-2.79978, 0.10082, -1.54713]], "lowdin_charge": [-0.142, -0.431, -0.345, -0.408, -0.755, -0.202, -0.468, 0.909, 0.880, 0.101, 0.097, 0.137, 0.027, 0.172, 0.126, 0.100, 0.125, 0.079]}